# 1
15
Properties=species:S:1:pos:R:3:forces:R:3:nbo_charge:R:1 method="wB97M-V/def2-TZVPD" max_force_ev_per_a=7.2 total_charge=0 e_above_lowest_kcal_mol=301.6 energy_ev=-10870.5382 molar_mass_g_mol=113.1 homo_ev=-9.2792 orbital_gap_ev=9.01 lumo_energy_ev=-0.3
C -0.322 -0.132 -0.263 -1.654 6.448 2.646 0.49
C 1.930 -0.482 0.059 1.471 0.447 1.466 0.03
C 3.079 0.230 0.205 1.491 -2.146 -1.007 -0.47
C -1.479 0.809 0.166 -1.051 0.775 1.547 -0.28
C -1.475 2.139 0.125 4.910 0.482 -3.792 -0.34
H -1.779 -2.369 1.084 -0.982 3.287 -4.930 0.45
H 1.721 -2.007 0.496 0.394 5.130 -1.536 0.27
H 3.921 -0.666 0.483 -1.333 3.617 -0.822 0.24
H 3.118 1.774 -0.387 0.136 -4.815 1.981 0.25
H -2.482 0.561 0.789 2.776 -0.753 -1.981 0.25
H -2.388 2.563 0.208 -2.524 1.885 1.101 0.19
H -0.638 2.836 -0.478 -2.119 -2.091 1.872 0.19
N -0.531 -1.322 -0.263 -1.082 -5.009 -0.484 -0.22
O -1.943 -1.573 -0.048 1.886 -4.011 4.595 -0.53
O 0.924 0.470 -0.216 -2.321 -3.248 -0.654 -0.51

# 2
142
Properties=species:S:1:pos:R:3:forces:R:3:lowdin_charge:R:1 method="wB97M-V/def2-TZVPD" max_force_ev_per_a=7.0 total_charge=0 energy_ev=-95706.8404 molar_mass_g_mol=886.3 homo_ev=-8.8767 smiles="COC[C@@H]1[C@H](N=C=S)CCOS1(=O)=O.C1CCOC1.C1CCOC1.C1CCOC1.C1CCOC1.C1CCOC1.C1CCOC1.C1CCOC1.C1CCOC1.C1CCOC1" orbital_gap_ev=8.67 lumo_energy_ev=-0.2
C 0.709 1.257 -1.585 1.117 -1.092 0.390 -0.09
O -0.262 0.992 -2.624 -0.701 1.031 0.762 -0.22
C -1.218 2.058 -2.758 0.718 1.362 -0.904 -0.19
C -2.301 2.137 -1.580 0.500 -2.026 -0.044 -0.22
C -3.336 0.910 -1.515 -2.030 1.075 0.308 -0.32
N -2.723 -0.445 -1.721 0.585 -1.920 5.522 0.08
C -2.582 -0.980 -0.549 0.256 1.647 -1.451 -0.62
S -2.362 -1.400 1.054 -0.523 0.653 -3.969 0.65
C -4.629 1.144 -2.470 0.044 0.093 1.344 -0.09
C -5.462 2.339 -1.746 -0.442 -1.800 -1.499 -0.19
O -4.823 3.580 -2.163 1.825 -0.800 1.183 -0.25
S -3.267 3.723 -1.568 1.685 6.537 1.831 0.79
O -3.324 4.204 -0.138 -0.558 -2.516 -3.117 -0.34
O -2.602 4.811 -2.394 -1.998 -4.058 1.181 -0.33
H 1.289 2.226 -1.753 -1.065 -1.082 0.379 0.09
H 0.259 1.165 -0.536 0.598 0.519 -1.399 0.09
H 1.492 0.412 -1.655 -1.284 1.329 -0.004 0.11
H -1.671 1.992 -3.812 0.376 -0.168 1.732 0.15
H -0.612 3.043 -2.755 -1.200 -1.255 0.127 0.13
H -1.709 2.119 -0.589 -1.105 0.530 -1.469 0.14
H -3.771 0.911 -0.443 0.630 0.279 -1.617 0.13
H -5.272 0.206 -2.526 1.029 1.175 0.179 0.11
H -4.340 1.434 -3.536 -0.406 -0.225 1.493 0.12
H -6.527 2.338 -2.173 1.661 0.350 0.620 0.14
H -5.538 2.200 -0.617 0.358 0.413 -1.432 0.12
C -6.130 -2.798 -5.951 -0.420 -0.110 -0.150 -0.17
C -5.038 -1.884 -6.462 0.438 -0.073 -0.157 -0.17
C -5.181 -0.681 -5.551 -0.126 0.308 0.109 -0.21
O -5.670 -1.168 -4.294 -0.040 -0.200 -0.346 -0.17
C -6.093 -2.530 -4.460 0.054 -0.130 0.382 -0.19
H -5.975 -3.849 -6.198 -0.020 0.071 0.049 0.12
H -7.097 -2.488 -6.362 0.040 -0.076 0.046 0.12
H -4.061 -2.354 -6.311 -0.045 0.067 -0.039 0.12
H -5.135 -1.632 -7.520 0.006 0.018 0.083 0.12
H -5.916 0.030 -5.944 0.058 0.033 -0.081 0.12
H -4.235 -0.156 -5.399 -0.057 -0.025 0.087 0.11
H -5.360 -3.172 -3.959 -0.037 -0.062 -0.021 0.12
H -7.065 -2.674 -3.983 0.044 0.093 0.001 0.10
C 1.077 -4.683 2.932 0.305 -0.314 0.148 -0.18
C -0.370 -4.361 3.234 -0.407 -0.047 -0.230 -0.18
C -0.247 -3.083 4.040 0.108 0.201 0.246 -0.21
O 0.925 -2.407 3.568 -0.097 -0.315 -0.037 -0.15
C 1.671 -3.303 2.734 0.045 0.309 -0.215 -0.20
H 1.211 -5.333 2.066 0.005 0.065 0.047 0.11
H 1.538 -5.168 3.799 -0.004 0.008 -0.081 0.12
H -0.909 -4.164 2.301 0.001 -0.021 0.074 0.10
H -0.895 -5.154 3.770 0.029 0.071 -0.014 0.11
H -0.105 -3.297 5.105 -0.114 -0.028 0.020 0.12
H -1.117 -2.431 3.929 0.107 0.063 0.018 0.10
H 1.558 -2.967 1.697 0.073 -0.062 -0.024 0.12
H 2.729 -3.258 3.000 -0.070 0.104 0.035 0.12
C 6.207 2.354 -1.427 0.336 -0.261 -0.295 -0.17
C 5.589 3.587 -2.049 0.034 0.495 0.170 -0.17
C 4.178 3.116 -2.344 -0.256 -0.181 -0.145 -0.20
O 3.850 2.138 -1.349 0.328 0.125 -0.075 -0.16
C 5.046 1.781 -0.641 -0.174 -0.033 0.264 -0.19
H 7.079 2.566 -0.805 -0.067 -0.014 0.002 0.12
H 6.508 1.654 -2.212 -0.035 0.094 0.267 0.09
H 5.566 4.401 -1.316 -0.032 0.011 -0.100 0.11
H 6.114 3.943 -2.937 -0.059 -0.029 0.036 0.11
H 4.118 2.630 -3.324 0.016 0.081 -0.062 0.12
H 3.449 3.930 -2.314 -0.047 -0.107 0.050 0.12
H 4.987 2.223 0.360 0.059 -0.035 0.046 0.11
H 5.103 0.695 -0.540 -0.090 0.044 -0.074 0.11
C 7.558 -2.561 -3.350 -0.222 -0.425 0.088 -0.17
C 7.637 -1.622 -4.533 0.354 0.155 -0.291 -0.18
C 6.657 -0.534 -4.139 -0.354 0.126 0.056 -0.20
O 6.675 -0.457 -2.706 0.119 -0.438 -0.303 -0.17
C 7.382 -1.596 -2.194 0.264 0.233 0.310 -0.19
H 8.433 -3.203 -3.239 -0.047 0.061 0.023 0.11
H 6.673 -3.200 -3.442 0.078 0.006 0.016 0.12
H 8.647 -1.205 -4.608 -0.071 -0.024 -0.029 0.12
H 7.390 -2.093 -5.486 -0.010 0.056 0.060 0.11
H 5.637 -0.787 -4.448 0.022 0.027 -0.101 0.12
H 6.918 0.439 -4.562 -0.047 0.010 0.109 0.12
H 8.350 -1.248 -1.817 -0.003 -0.105 0.056 0.11
H 6.822 -2.034 -1.364 -0.054 0.120 -0.031 0.12
C 1.691 3.541 3.569 0.385 0.166 0.228 -0.17
C 0.197 3.711 3.402 -0.349 -0.169 0.162 -0.17
C 0.064 3.868 1.900 -0.003 0.155 -0.301 -0.20
O 1.132 3.114 1.307 -0.059 0.048 0.264 -0.15
C 2.058 2.740 2.337 0.002 -0.261 -0.184 -0.20
H 1.976 3.047 4.500 -0.020 0.060 -0.092 0.09
H 2.181 4.521 3.538 -0.005 -0.056 0.002 0.12
H -0.318 2.801 3.729 0.003 0.074 0.000 0.12
H -0.215 4.555 3.957 0.012 -0.048 -0.064 0.11
H 0.185 4.914 1.597 -0.121 0.018 0.024 0.12
H -0.895 3.505 1.523 0.071 0.036 -0.086 0.10
H 1.944 1.664 2.515 0.092 -0.011 0.061 0.12
H 3.079 2.931 1.999 -0.084 -0.019 -0.117 0.11
C -9.854 -1.789 -1.695 0.326 0.232 0.014 -0.18
C -11.003 -1.443 -2.617 -0.456 -0.027 0.059 -0.17
C -10.575 -2.103 -3.914 0.159 -0.018 -0.289 -0.20
O -9.794 -3.252 -3.557 -0.040 0.220 0.160 -0.15
C -9.488 -3.185 -2.158 -0.114 -0.312 0.017 -0.20
H -10.112 -1.745 -0.636 0.053 0.012 -0.092 0.11
H -9.018 -1.106 -1.872 -0.079 -0.085 0.125 0.11
H -11.925 -1.905 -2.249 0.017 0.061 -0.065 0.12
H -11.177 -0.371 -2.721 0.024 -0.072 -0.020 0.11
H -9.939 -1.437 -4.508 -0.072 0.071 -0.024 0.11
H -11.424 -2.412 -4.528 0.110 -0.083 -0.002 0.12
H -10.090 -3.944 -1.646 0.061 -0.010 0.079 0.12
H -8.431 -3.416 -2.002 -0.035 -0.039 -0.095 0.11
C -7.500 -0.865 2.535 0.410 -0.122 0.187 -0.17
C -8.306 0.412 2.443 -0.386 0.150 0.195 -0.17
C -8.109 0.803 0.992 0.155 0.135 -0.288 -0.20
O -7.940 -0.414 0.251 0.129 0.112 0.449 -0.17
C -7.746 -1.492 1.177 -0.134 -0.179 -0.245 -0.20
H -7.796 -1.513 3.363 0.019 0.024 -0.078 0.12
H -6.438 -0.627 2.650 -0.062 -0.060 0.009 0.12
H -9.363 0.198 2.632 0.061 0.057 -0.003 0.12
H -7.984 1.186 3.141 -0.019 -0.036 -0.079 0.12
H -7.201 1.402 0.862 -0.048 0.104 0.078 0.10
H -8.957 1.363 0.591 0.063 -0.075 -0.089 0.12
H -8.657 -2.100 1.179 0.041 -0.087 0.060 0.11
H -6.912 -2.115 0.846 -0.059 0.067 -0.093 0.12
C 3.666 2.504 8.818 -0.132 0.198 0.402 -0.18
C 3.686 1.094 8.270 0.328 -0.305 -0.099 -0.18
C 2.564 1.135 7.252 -0.338 -0.052 -0.139 -0.20
O 2.506 2.479 6.752 0.197 -0.114 0.339 -0.16
C 3.321 3.315 7.585 0.067 0.178 -0.320 -0.20
H 4.606 2.810 9.279 -0.066 0.005 -0.048 0.11
H 2.870 2.601 9.564 0.076 0.027 -0.031 0.12
H 4.640 0.905 7.768 -0.067 -0.031 0.040 0.12
H 3.543 0.325 9.031 -0.014 0.042 -0.069 0.11
H 1.598 0.908 7.715 0.026 -0.096 0.007 0.12
H 2.725 0.442 6.423 -0.070 0.116 -0.026 0.12
H 4.221 3.578 7.018 0.024 0.072 0.072 0.12
H 2.780 4.234 7.824 -0.036 -0.062 -0.109 0.12
C 11.750 -1.191 1.751 -0.140 0.198 0.399 -0.18
C 11.768 -2.601 1.206 0.330 -0.318 -0.091 -0.18
C 10.649 -2.558 0.184 -0.342 0.006 -0.127 -0.21
O 10.596 -1.216 -0.317 0.166 -0.123 0.261 -0.15
C 11.410 -0.380 0.516 0.078 0.182 -0.312 -0.20
H 12.690 -0.887 2.214 -0.066 0.001 -0.049 0.11
H 10.953 -1.091 2.495 0.077 0.026 -0.031 0.12
H 12.723 -2.794 0.705 -0.069 -0.030 0.040 0.12
H 11.621 -3.369 1.967 -0.013 0.043 -0.069 0.11
H 9.681 -2.783 0.646 0.018 -0.102 0.012 0.12
H 10.809 -3.253 -0.643 -0.051 0.109 -0.027 0.12
H 12.312 -0.121 -0.049 0.021 0.070 0.073 0.12
H 10.871 0.540 0.753 -0.039 -0.067 -0.111 0.12

What did the first record say?
15
Properties=species:S:1:pos:R:3:forces:R:3:nbo_charge:R:1 method="wB97M-V/def2-TZVPD" max_force_ev_per_a=7.2 total_charge=0 e_above_lowest_kcal_mol=301.6 energy_ev=-10870.5382 molar_mass_g_mol=113.1 homo_ev=-9.2792 orbital_gap_ev=9.01 lumo_energy_ev=-0.3
C -0.322 -0.132 -0.263 -1.654 6.448 2.646 0.49
C 1.930 -0.482 0.059 1.471 0.447 1.466 0.03
C 3.079 0.230 0.205 1.491 -2.146 -1.007 -0.47
C -1.479 0.809 0.166 -1.051 0.775 1.547 -0.28
C -1.475 2.139 0.125 4.910 0.482 -3.792 -0.34
H -1.779 -2.369 1.084 -0.982 3.287 -4.930 0.45
H 1.721 -2.007 0.496 0.394 5.130 -1.536 0.27
H 3.921 -0.666 0.483 -1.333 3.617 -0.822 0.24
H 3.118 1.774 -0.387 0.136 -4.815 1.981 0.25
H -2.482 0.561 0.789 2.776 -0.753 -1.981 0.25
H -2.388 2.563 0.208 -2.524 1.885 1.101 0.19
H -0.638 2.836 -0.478 -2.119 -2.091 1.872 0.19
N -0.531 -1.322 -0.263 -1.082 -5.009 -0.484 -0.22
O -1.943 -1.573 -0.048 1.886 -4.011 4.595 -0.53
O 0.924 0.470 -0.216 -2.321 -3.248 -0.654 -0.51